ORCA calculation (ωB97M-V/def2-TZVPD) on the ion C4H5N4O2 with charge +1.

The geometry in XYZ format:
```
15
Properties=species:S:1:pos:R:3:forces:R:3
H 2.796 -1.009 -0.770 3.78 -1.71 -0.95
N 1.903 -0.960 -0.464 -3.58 2.83 1.98
C 1.881 0.268 0.010 4.37 -3.20 -3.94
C 0.905 1.209 0.124 -2.87 4.80 4.20
C -0.446 1.173 0.255 2.21 -1.76 -0.52
C -1.142 -0.106 0.087 -2.41 3.08 0.10
N -0.694 -1.246 0.113 -0.75 -0.12 0.48
N 0.004 -2.131 -0.197 1.93 -1.74 -0.72
N -2.703 0.130 -0.152 1.88 -0.01 -0.67
O -2.875 1.199 -0.684 -0.43 -0.53 0.54
O -3.417 -0.789 0.049 -0.80 -0.37 0.32
H 2.875 0.776 -0.126 -0.66 -0.44 0.78
H 1.408 2.161 0.587 -1.37 -1.34 -1.47
H -1.009 1.993 0.634 -0.42 0.48 -0.19
H 0.516 -2.667 0.535 -0.89 0.01 0.05
```
Forces are in eV/Å.

## Properties
Relative energy (zero: lowest compared OMol25 entry of this formula, charge and spin)   4.621 eV
Total charge   +1
Frontier orbital gap   8.04 eV

Partial charges, Mulliken, in e: H 0.26; N -0.53; C 0.00; C -0.22; C -0.40; C 0.39; N 0.59; N -0.49; N 0.96; O -0.46; O -0.49; H 0.31; H 0.27; H 0.43; H 0.37



ORCA calculation (ωB97M-V/def2-TZVPD) on an isolated molecule of C4H5NO.

The geometry in XYZ format:
```
11
Properties=species:S:1:pos:R:3:forces:R:3
N 2.177 1.129 -1.235 -0.63 -0.43 0.68
C 1.464 0.695 -0.436 0.91 0.46 -0.46
C 0.688 0.243 0.726 -0.10 -0.09 0.11
C -0.531 -0.656 0.384 0.20 0.06 0.02
C -1.235 -0.102 -0.836 0.18 0.09 -0.40
O -0.644 0.080 -1.871 -0.55 -0.20 0.27
H 1.391 -0.298 1.367 -0.18 0.06 0.03
H 0.387 1.149 1.267 -0.07 -0.20 -0.06
H -0.164 -1.661 0.151 -0.09 0.13 -0.11
H -1.231 -0.753 1.224 0.32 0.18 -0.10
H -2.302 0.174 -0.741 0.00 -0.07 0.02
```
Forces are in eV/Å.

## Properties
Relative energy (zero: lowest compared OMol25 entry of this formula, charge and spin)   0.943 eV
Frontier orbital gap   10.65 eV

Partial charges, Mulliken, in e: N -0.43; C 0.30; C -0.44; C -0.40; C -0.03; O -0.43; H 0.27; H 0.27; H 0.25; H 0.31; H 0.34



ORCA calculation (ωB97M-V/def2-TZVPD) on an isolated molecule of C4H5NO.

The geometry in XYZ format:
```
11
Properties=species:S:1:pos:R:3:forces:R:3
C -0.764 0.289 -1.594 -0.41 -0.09 -0.24
C -1.238 -0.205 -0.478 0.32 -0.02 0.10
N -1.296 -0.671 0.660 0.25 0.31 -0.56
C 0.114 -0.611 1.159 0.14 -0.14 0.25
C 0.914 0.505 0.500 0.48 -0.10 0.22
O 2.015 0.345 0.039 -0.34 0.16 0.24
H -0.803 1.348 -1.803 -0.12 -0.06 -0.07
H -0.247 -0.381 -2.270 -0.30 0.03 -0.18
H 0.141 -0.461 2.240 -0.14 -0.05 0.03
H 0.586 -1.566 0.917 -0.01 0.08 0.16
H 0.429 1.505 0.527 0.14 -0.12 0.04
```
Forces are in eV/Å.

## Properties
Relative energy (zero: lowest compared OMol25 entry of this formula, charge and spin)   2.544 eV
Frontier orbital gap   10.47 eV

Partial charges, Mulliken, in e: C -0.76; C 0.60; N -0.56; C -0.37; C -0.02; O -0.49; H 0.30; H 0.29; H 0.30; H 0.29; H 0.42



ORCA calculation (ωB97M-V/def2-TZVPD) on an isolated molecule of C4H5NO.

The geometry in XYZ format:
```
11
Properties=species:S:1:pos:R:3:forces:R:3
C -1.674 -0.272 0.001 -0.54 -0.07 -0.31
C -0.193 -0.282 -0.072 -0.02 0.27 0.18
C 0.677 0.856 -0.058 -0.69 -0.17 0.23
C 1.890 0.298 -0.002 0.53 -0.23 -0.07
O 1.814 -1.046 -0.011 -0.03 0.55 0.02
N 0.476 -1.392 -0.039 -0.07 -0.31 -0.13
H -2.102 -1.273 -0.022 0.19 -0.06 -0.13
H -2.137 0.325 -0.790 0.21 -0.12 -0.05
H -1.999 0.175 0.928 -0.01 0.21 0.42
H 0.374 1.888 0.005 0.20 -0.03 -0.14
H 2.873 0.722 0.059 0.23 -0.03 -0.03
```
Forces are in eV/Å.

## Properties
Relative energy (zero: lowest compared OMol25 entry of this formula, charge and spin)   1.373 eV
Frontier orbital gap   11.04 eV

Partial charges, Mulliken, in e: C -1.06; C 0.76; C -0.40; C -0.38; O -0.15; N -0.42; H 0.32; H 0.29; H 0.27; H 0.34; H 0.43



ORCA calculation (ωB97M-V/def2-TZVPD) on an isolated molecule of C4H5NO.

The geometry in XYZ format:
```
11
Properties=species:S:1:pos:R:3:forces:R:3
N -1.358 -2.166 1.627 0.56 0.96 -0.21
C -0.758 -1.205 1.394 -0.50 -0.82 0.20
C 0.032 -0.018 1.050 0.03 0.08 0.02
C 0.516 -0.101 -0.385 -0.05 -0.20 0.07
C -0.053 0.742 -1.435 -0.24 0.00 -0.18
O 1.220 1.025 -0.864 0.20 0.12 0.03
H 0.894 0.043 1.724 -0.11 -0.05 -0.06
H -0.573 0.883 1.202 0.10 -0.14 -0.03
H 0.955 -1.060 -0.662 -0.10 0.14 0.02
H -0.051 0.386 -2.465 0.08 0.11 0.15
H -0.823 1.471 -1.187 0.03 -0.19 -0.01
```
Forces are in eV/Å.

## Properties
Relative energy (zero: lowest compared OMol25 entry of this formula, charge and spin)   1.570 eV
Frontier orbital gap   11.84 eV

Partial charges, Mulliken, in e: N -0.38; C 0.20; C -0.38; C 0.04; C -0.43; O -0.41; H 0.23; H 0.27; H 0.38; H 0.24; H 0.22



ORCA calculation (ωB97M-V/def2-TZVPD) on a cluster of 2 separate species, C4H5NO in total.

The geometry in XYZ format:
```
11
Properties=species:S:1:pos:R:3:forces:R:3
C 1.154 -1.092 0.484 -0.81 -1.21 1.65
C 1.091 -0.192 -0.991 -0.85 0.75 1.57
C 0.055 -0.170 0.007 0.98 3.72 -0.28
C -1.395 -0.259 0.111 -1.29 -0.62 -0.69
N 2.158 -0.536 -0.038 0.80 0.67 -1.96
O 0.250 1.627 1.125 -3.96 -3.83 0.00
H 1.009 -0.427 -2.053 0.28 -0.47 0.38
H -1.577 -1.273 0.514 -0.47 0.34 -0.56
H -2.004 0.029 -0.800 1.11 -0.87 0.59
H -1.803 0.432 0.822 0.27 0.36 0.73
H 1.062 1.861 0.820 3.94 1.17 -1.43
```
Forces are in eV/Å.

## Properties
Relative energy (zero: lowest compared OMol25 entry of this formula, charge and spin)   7.519 eV
Frontier orbital gap (alpha / beta)   8.01 / 7.67 eV

Partial charges, Mulliken, in e: C -0.30; C -0.44; C 1.20; C -1.08; N -0.19; O -0.63; H 0.24; H 0.33; H 0.26; H 0.35; H 0.26



ORCA calculation (ωB97M-V/def2-TZVPD) on an isolated molecule of C4H5NO.

The geometry in XYZ format:
```
11
Properties=species:S:1:pos:R:3:forces:R:3
C -0.685 0.832 -0.765 -0.34 -0.01 -0.07
C 0.161 0.358 0.436 0.83 -0.05 -0.53
C 1.466 0.074 -0.284 -0.37 -1.00 0.37
N 1.866 -0.883 -0.823 1.10 2.11 -0.29
C -0.083 -1.062 0.984 0.15 -1.11 -0.19
O 0.453 -2.031 0.513 -1.17 -0.17 0.79
H -0.119 1.644 -1.235 -0.36 -0.11 0.06
H -0.760 0.020 -1.492 -0.11 0.13 0.08
H -1.673 1.201 -0.495 -0.01 -0.11 0.10
H 0.043 1.074 1.272 0.84 -0.20 -0.51
H -0.667 -1.227 1.889 -0.56 0.52 0.19
```
Forces are in eV/Å.

## Properties
Relative energy (zero: lowest compared OMol25 entry of this formula, charge and spin)   2.319 eV
Frontier orbital gap   10.56 eV

Partial charges, Mulliken, in e: C -1.17; C 0.25; C 0.09; N -0.40; C -0.11; O -0.41; H 0.29; H 0.35; H 0.36; H 0.36; H 0.38



ORCA calculation (ωB97M-V/def2-TZVPD) on a cluster of 2 separate species, C4H5NO in total.

The geometry in XYZ format:
```
11
Properties=species:S:1:pos:R:3:forces:R:3
C 0.638 1.362 -1.183 0.22 0.21 -0.39
C 0.358 -0.061 -0.677 0.22 0.46 0.49
C -0.239 0.178 0.456 -0.37 0.26 0.71
O -0.760 0.671 1.383 0.13 -0.54 -0.42
H 1.289 1.913 -0.490 0.01 -0.10 -0.32
H 1.120 1.283 -2.149 0.08 0.21 -0.20
H -0.286 1.945 -1.288 0.23 -0.20 -0.13
H 0.888 -0.962 -0.962 -0.40 0.23 0.04
C -1.001 -2.062 1.747 0.44 -0.65 -0.67
N -0.453 -2.592 0.881 -0.58 0.32 0.96
H -1.491 -1.507 2.522 0.04 -0.20 -0.08
```
Forces are in eV/Å.

## Properties
Relative energy (zero: lowest compared OMol25 entry of this formula, charge and spin)   2.288 eV
Frontier orbital gap   9.75 eV

Partial charges, Mulliken, in e: C -1.01; C -0.40; C 0.62; O -0.46; H 0.27; H 0.34; H 0.27; H 0.38; C 0.10; N -0.40; H 0.28



ORCA calculation (ωB97M-V/def2-TZVPD) on an isolated molecule of C4H5NO.

The geometry in XYZ format:
```
11
Properties=species:S:1:pos:R:3:forces:R:3
N 2.238 1.082 -0.241 -0.21 -1.10 -0.04
C 1.652 0.085 -0.223 0.61 0.90 -0.04
C 0.654 -0.986 -0.135 -0.06 0.01 0.00
C -0.546 -0.286 0.504 0.15 0.04 0.20
C -1.032 0.939 -0.114 -0.01 0.26 -0.03
O -1.793 -0.269 -0.155 -0.13 -0.16 -0.08
H 1.019 -1.824 0.468 -0.06 0.19 -0.13
H 0.415 -1.361 -1.137 -0.02 0.13 0.17
H -0.601 -0.377 1.588 -0.02 -0.01 -0.12
H -1.394 1.749 0.516 -0.19 -0.18 -0.09
H -0.612 1.248 -1.071 -0.06 -0.07 0.16
```
Forces are in eV/Å.

## Properties
Relative energy (zero: lowest compared OMol25 entry of this formula, charge and spin)   1.770 eV
Frontier orbital gap   11.71 eV

Partial charges, Mulliken, in e: N -0.42; C 0.29; C -0.52; C 0.11; C -0.40; O -0.44; H 0.29; H 0.24; H 0.34; H 0.26; H 0.25



ORCA calculation (ωB97M-V/def2-TZVPD) on an isolated molecule of C4H5NO.

The geometry in XYZ format:
```
11
Properties=species:S:1:pos:R:3:forces:R:3
O -2.089 -0.130 -0.032 -0.91 -1.73 -0.19
C -0.770 -0.049 -0.012 4.30 0.03 0.85
C 0.052 1.135 0.086 0.26 -0.75 -1.20
C 1.400 0.761 0.009 -0.87 -0.14 -0.23
N 1.437 -0.612 -0.076 0.08 0.34 0.95
C 0.147 -1.095 0.016 -1.14 -0.21 -0.23
H -2.474 0.714 0.070 -0.60 1.44 0.17
H -0.396 2.081 -0.115 0.25 0.82 0.26
H 2.334 1.309 -0.115 -0.59 0.06 0.24
H 2.268 -1.148 0.204 -0.86 0.37 -0.42
H -0.056 -2.140 0.141 0.07 -0.24 -0.20
```
Forces are in eV/Å.

## Properties
Relative energy (zero: lowest compared OMol25 entry of this formula, charge and spin)   0.808 eV
Frontier orbital gap   8.81 eV

Partial charges, Mulliken, in e: O -0.52; C 0.74; C -0.47; C -0.55; N -0.07; C -0.77; H 0.31; H 0.31; H 0.36; H 0.26; H 0.40